1.
Formula: C18H20BN10RuS3SbSe4
Source: OMol25
Level of theory: wB97M-V/def2-TZVPD

Calculated values
HOMO-LUMO gap (spin up / spin down)	6.286 / 5.739	eV
net charge	-2
2S+1	5
LUMO (spin up / spin down)	4.1 / 3.2	eV
<S²>	6.0397

Each line ends with the Löwdin spin population.
Positions of all 58 atoms, in Å:
Ru -0.804 0.188 0.207  0.68
C 4.220 0.875 0.811  0.02
C 4.115 0.634 -0.570  0.01
N 3.102 1.292 -1.110  0.01
N 2.544 1.990 -0.095  0.01
C 3.187 1.739 1.073  0.02
B 1.343 2.866 -0.338  0.00
N 0.564 2.345 -1.562  0.00
C 0.650 2.807 -2.821  0.01
C -0.088 1.979 -3.641  0.00
C -0.588 1.000 -2.779  0.01
N -0.175 1.221 -1.537  0.01
N 0.427 2.918 0.921  0.00
C 0.434 3.883 1.861  0.00
C -0.428 3.522 2.872  0.00
C -0.933 2.281 2.474  0.00
N -0.409 1.925 1.309  0.00
N 1.719 4.336 -0.643  0.00
C 0.851 5.339 -0.908  0.00
C 1.582 6.478 -1.161  0.00
C 2.919 6.051 -1.027  0.00
N 2.993 4.766 -0.719  0.00
H 4.904 0.428 1.513  0.00
H 4.719 -0.025 -1.175  0.00
H 2.849 2.175 2.000  0.00
H 1.238 3.680 -3.046  0.00
H -0.237 2.067 -4.703  0.00
H -1.236 0.165 -2.984  0.00
H 1.059 4.753 1.741  0.00
H -0.657 4.072 3.768  0.00
H -1.640 1.629 2.956  0.00
H -0.214 5.166 -0.893  0.00
H 1.209 7.459 -1.403  0.00
H 3.828 6.624 -1.140  0.00
S -5.132 -0.140 1.768  0.01
C -3.576 0.064 1.227  0.00
S -2.200 -0.733 1.918  0.02
S -3.088 1.018 -0.126  0.01
C -3.814 -3.948 -1.846  0.00
C -2.571 -3.128 -1.778  0.00
C -1.358 -3.234 -2.424  0.00
C -0.559 -2.188 -1.924  0.00
N -1.257 -1.488 -1.030  0.01
N -2.466 -2.070 -0.966  0.00
C 0.854 -1.900 -2.301  0.02
H -3.726 -4.690 -2.638  0.00
H -4.687 -3.326 -2.049  0.00
H -3.987 -4.470 -0.904  0.00
H -1.075 -3.972 -3.157  0.00
H -3.133 -1.712 -0.294  0.00
H 1.504 -2.685 -1.910  0.00
H 1.203 -0.952 -1.901  0.01
H 0.962 -1.882 -3.387  0.00
Se 5.284 -1.629 3.875  0.63
Sb 3.678 -2.950 2.564  0.27
Se 1.095 -0.875 0.994  1.19
Se 3.001 -5.132 3.383  0.36
Se 5.559 -3.015 0.920  0.70

---

2.
Formula: C4H7NO2
Source: OMol25
Level of theory: wB97M-V/def2-TZVPD

Calculated values
SMILES string	[H]/N=C(\C)OCC=O
HOMO-LUMO gap	10.232	eV
energy above the lowest of the compared OMol25 structures with the same formula, charge and spin	38.8	kcal/mol
net charge	0
LUMO	0.8	eV

Each line ends with the Mulliken charge.
Positions of all 14 atoms, in Å:
H -0.837 1.905 -0.320  0.20
N -0.142 1.193 -0.149  -0.65
C -0.698 0.067 -0.050  0.74
C -2.136 -0.160 -0.183  -1.06
O 0.027 -1.041 0.165  -0.38
C 1.325 -0.681 0.622  -0.29
C 2.090 0.249 -0.359  0.19
O 3.101 0.807 0.006  -0.51
H -2.475 -0.598 0.747  0.26
H -2.689 0.749 -0.417  0.39
H -2.286 -0.880 -0.975  0.28
H 1.257 -0.225 1.619  0.26
H 1.864 -1.619 0.708  0.30
H 1.600 0.236 -1.414  0.25

---

3.
Formula: C29H45NO40S9
Source: OMol25
Level of theory: wB97M-V/def2-TZVPD

Calculated values
SMILES string	NC1=CC(=O)c2c(COO)cccc2C1=O.O=S1(=O)OCCO1.O=S1(=O)OCCO1.O=S1(=O)OCCO1.O=S1(=O)OCCO1.O=S1(=O)OCCO1.O=S1(=O)OCCO1.O=S1(=O)OCCO1.O=S1(=O)OCCO1.O=S1(=O)OCCO1
HOMO-LUMO gap	8.165	eV
net charge	0
LUMO	0.1	eV

Each line ends with the Mulliken charge.
Positions of all 124 atoms, in Å:
N 3.988 1.416 -4.357  -0.63
C 2.768 1.402 -5.107  0.68
C 1.838 2.330 -4.854  -0.88
C 0.553 2.210 -5.654  0.25
O 0.005 3.152 -6.188  -0.61
C 0.076 0.753 -5.770  0.62
C -1.249 0.378 -5.585  0.69
C -2.300 1.436 -5.197  -0.98
O -1.823 2.073 -4.017  -0.44
O -2.145 1.277 -2.893  -0.12
C -1.576 -0.982 -5.722  -0.75
C -0.613 -1.928 -6.049  -0.43
C 0.725 -1.557 -6.211  -0.28
C 1.058 -0.221 -6.057  0.44
C 2.490 0.310 -6.153  -0.16
O 3.295 -0.030 -6.996  -0.59
H 4.333 0.453 -4.366  0.37
H 3.691 1.550 -3.386  0.21
H 1.985 3.103 -4.096  0.49
H -2.386 2.221 -5.957  0.34
H -3.241 0.902 -4.988  0.39
H -1.288 1.103 -2.471  0.38
H -2.618 -1.270 -5.557  0.30
H -0.891 -2.978 -6.168  0.48
H 1.514 -2.289 -6.447  0.31
O 1.253 -4.654 -8.969  -0.60
S 1.956 -4.997 -7.788  1.15
O 1.405 -4.824 -6.492  -0.43
O 3.396 -4.284 -7.836  -0.28
C 4.430 -5.268 -7.750  -0.31
C 3.830 -6.517 -8.363  -0.42
O 2.467 -6.517 -7.928  -0.33
H 4.673 -5.418 -6.695  0.28
H 5.318 -4.932 -8.280  0.30
H 4.335 -7.425 -8.040  0.31
H 3.839 -6.467 -9.454  0.31
O 1.771 -1.544 -2.457  -0.59
S 0.425 -1.818 -2.088  0.93
O -0.534 -0.792 -1.890  -0.36
O 0.450 -2.769 -0.796  -0.24
C -0.256 -3.987 -1.071  0.27
C -0.099 -4.196 -2.560  -0.38
O -0.189 -2.883 -3.123  -0.22
H -1.304 -3.842 -0.798  0.19
H 0.160 -4.812 -0.492  -0.18
H -0.869 -4.843 -2.974  0.38
H 0.886 -4.603 -2.803  0.33
O -1.671 -1.132 -0.053  -0.43
S -2.582 -0.050 0.062  1.07
O -2.981 0.744 -1.050  -0.50
O -2.042 0.924 1.229  -0.23
C -3.035 1.059 2.247  -0.15
C -3.820 -0.234 2.212  -0.29
O -3.915 -0.567 0.820  -0.38
H -3.669 1.912 1.996  0.27
H -2.568 1.229 3.213  0.28
H -4.805 -0.133 2.650  0.10
H -3.279 -1.038 2.717  0.28
O -7.561 0.848 5.388  -0.60
S -6.844 1.517 4.363  1.07
O -5.433 1.393 4.219  -0.49
O -7.234 3.069 4.412  -0.25
C -7.766 3.466 3.134  -0.24
C -8.398 2.216 2.565  -0.34
O -7.514 1.160 2.947  -0.36
H -6.937 3.813 2.513  0.28
H -8.484 4.268 3.253  0.23
H -8.502 2.254 1.484  0.37
H -9.374 2.024 3.018  0.27
O 0.599 -6.559 0.146  -0.58
S 1.318 -6.943 1.312  1.09
O 0.761 -6.847 2.609  -0.56
O 2.736 -6.187 1.293  -0.28
C 3.799 -7.145 1.330  -0.32
C 3.233 -8.381 0.663  -0.34
O 1.872 -8.437 1.103  -0.31
H 4.050 -7.336 2.376  0.29
H 4.675 -6.760 0.813  0.31
H 3.764 -9.287 0.944  0.32
H 3.235 -8.281 -0.425  0.27
O 3.168 2.881 0.929  -0.52
S 3.916 2.417 -0.184  0.95
O 3.298 2.046 -1.407  -0.41
O 4.860 1.216 0.310  -0.34
C 6.232 1.532 0.040  -0.09
C 6.301 3.042 0.092  -0.29
O 5.073 3.481 -0.507  -0.35
H 6.479 1.158 -0.957  0.29
H 6.882 1.064 0.772  0.04
H 7.155 3.439 -0.449  0.35
H 6.323 3.403 1.121  0.28
O 10.465 1.108 2.098  -0.56
S 9.304 1.397 2.858  1.07
O 8.317 2.317 2.414  -0.45
O 9.759 1.800 4.343  -0.31
C 9.150 0.921 5.296  -0.34
C 8.949 -0.382 4.551  -0.33
O 8.572 0.015 3.227  -0.30
H 8.195 1.356 5.600  0.28
H 9.788 0.805 6.168  0.31
H 8.178 -1.004 4.999  0.32
H 9.880 -0.949 4.482  0.30
O -1.663 4.679 6.643  -0.53
S -0.364 4.565 6.084  1.12
O 0.808 4.876 6.819  -0.54
O -0.342 5.379 4.697  -0.34
C 0.024 4.503 3.623  -0.29
C -0.455 3.135 4.058  -0.05
O -0.198 3.089 5.466  -0.35
H 1.110 4.527 3.517  0.29
H -0.437 4.826 2.693  0.30
H 0.067 2.329 3.546  0.45
H -1.531 3.025 3.907  -0.07
O -8.931 3.950 5.401  -0.36
S -9.859 5.018 5.568  1.16
O -10.292 5.813 4.473  -0.63
O -9.314 5.982 6.731  -0.34
C -10.288 6.087 7.776  -0.34
C -11.044 4.776 7.736  -0.34
O -11.157 4.467 6.342  -0.35
H -10.943 6.930 7.549  0.30
H -9.801 6.255 8.733  0.31
H -12.027 4.847 8.193  0.32
H -10.477 3.975 8.216  0.28